The following is a quantum chemistry calculation of a cluster of 5 separate species, C35H74N7O12PS in total in a non-equilibrium geometry, from the Open Molecules 2025 dataset.

Structure (XYZ):
```
130
Properties=species:S:1:pos:R:3:forces:R:3
C 3.954460 0.726850 -3.141953 -1.40 0.45 0.10
C 4.158369 1.159395 -1.617721 3.03 3.34 0.74
O 4.915642 2.158286 -1.409362 -2.94 -4.12 -0.66
O 3.613340 0.503047 -0.479210 -0.44 1.21 -2.74
C 2.182691 0.273848 -0.597852 -1.23 -1.52 0.19
C 1.294353 0.950131 0.563246 -1.00 -0.96 -0.02
C -0.019917 1.542184 -0.122806 -1.55 2.69 -1.45
C -1.324822 0.676769 -0.188377 -1.59 2.52 -1.71
C -2.627121 1.143203 -0.864062 2.54 0.43 0.35
C -3.947761 0.258091 -0.952219 0.03 0.68 0.07
C -2.647378 2.563187 -1.531505 1.20 1.29 -0.24
N -3.698694 3.235200 -2.257856 4.57 0.19 1.70
S -3.016066 4.752329 -2.723711 1.21 -2.33 1.59
N -1.409883 4.751714 -2.107592 -3.09 -5.05 1.19
C -1.345445 3.444676 -1.456936 0.64 0.70 -0.33
C -0.005363 2.952557 -0.749691 -1.89 -3.85 -0.09
P 1.439242 4.154136 -0.763615 -0.97 3.99 1.87
N 0.935691 5.481776 0.006421 -0.04 -2.41 -0.78
O 1.833369 4.686480 -2.356618 -0.07 -2.89 2.10
O 2.828107 3.602005 0.048298 -1.49 0.55 -2.62
H 4.457795 1.516586 -3.819014 -0.52 -1.49 1.43
H 4.276630 -0.339384 -3.389088 -0.33 1.51 0.54
H 2.823992 0.817361 -3.385573 1.77 -0.38 0.35
H 2.032948 -0.873736 -0.523562 0.23 1.84 -0.15
H 1.725489 0.579729 -1.599540 1.02 -0.22 1.29
H 1.855204 1.674574 1.242026 -0.73 -0.75 -1.35
H 0.939616 0.083503 1.245666 0.56 1.47 -1.02
H -1.302640 -0.369459 0.280330 -0.12 1.80 -0.74
H -4.834657 0.903247 -0.582431 1.46 -1.00 -0.51
H -3.862690 -0.652775 -0.270565 -0.02 1.27 -1.08
H -4.223289 -0.038704 -2.043618 0.81 0.51 1.90
H -0.039722 5.330300 0.341134 1.02 0.28 -0.47
H 1.951063 3.884846 -2.924013 0.05 0.88 0.33
H 3.628629 4.033447 -0.342009 -0.66 -0.64 0.28
C -6.230335 -4.061297 4.406747 -0.18 0.27 0.02
O -6.213986 -2.829478 5.112175 0.25 -0.44 0.05
C -5.219585 -2.778017 6.138760 -0.03 0.66 0.05
C -4.097104 -1.810513 5.758985 -0.19 -0.48 -0.26
N -3.286844 -2.339063 4.661339 -0.01 0.24 0.07
C -2.373655 -1.354535 4.073785 -0.23 -0.20 -0.18
C -2.995706 -0.120929 3.399489 0.52 -0.03 -0.16
O -3.719581 -0.412498 2.207054 -0.09 0.09 0.44
C -5.060695 -0.829949 2.418524 0.09 -0.02 -0.41
H -7.120265 -4.075677 3.775598 0.04 0.08 0.07
H -5.352659 -4.157287 3.762684 0.07 -0.20 0.00
H -6.280829 -4.910458 5.094842 0.07 -0.01 -0.05
H -4.828989 -3.769973 6.382587 0.03 -0.02 -0.19
H -5.718574 -2.392055 7.033613 0.06 -0.02 -0.03
H -3.457179 -1.642894 6.630424 0.02 0.00 -0.03
H -4.562818 -0.857912 5.486211 -0.11 0.10 0.20
H -3.900144 -2.677755 3.928385 0.06 0.02 0.14
H -1.785761 -1.888775 3.318799 0.00 0.14 0.03
H -1.667684 -1.024661 4.844122 -0.10 0.05 0.00
H -2.167275 0.524148 3.087263 -0.05 -0.04 -0.04
H -3.599199 0.481098 4.086549 -0.15 -0.13 -0.01
H -5.511633 -0.363165 3.297346 0.08 -0.09 0.05
H -5.109602 -1.917957 2.492275 -0.19 -0.02 0.19
H -5.645275 -0.542204 1.540517 0.09 0.05 0.05
C -7.103639 -2.150698 -7.069783 -0.07 0.07 0.30
O -6.853977 -2.770453 -5.817057 0.04 -0.17 -0.47
C -6.269373 -4.070190 -5.934809 0.20 0.00 0.63
C -4.813483 -4.055012 -5.465191 -0.26 0.30 -0.44
N -3.960251 -3.319003 -6.398231 0.04 -0.07 0.26
C -2.619785 -3.036987 -5.876367 -0.19 0.23 -0.16
C -2.515641 -2.143138 -4.629985 0.44 0.04 -0.24
O -2.899025 -0.789223 -4.851374 -0.16 -0.39 0.27
C -4.295599 -0.549370 -4.764537 0.24 0.41 -0.15
H -7.702209 -1.256493 -6.889303 0.05 -0.08 0.08
H -6.170801 -1.846446 -7.550812 -0.01 -0.04 -0.20
H -7.665130 -2.814207 -7.734334 0.07 0.02 -0.04
H -6.359954 -4.471263 -6.948184 0.08 0.17 -0.05
H -6.838973 -4.726937 -5.269120 0.05 0.00 -0.04
H -4.452006 -5.084404 -5.382375 0.03 0.02 -0.01
H -4.794696 -3.602797 -4.468135 -0.12 -0.14 0.16
H -4.402238 -2.435663 -6.627171 0.02 -0.14 0.02
H -2.067994 -2.547942 -6.686714 0.03 -0.02 0.15
H -2.110583 -3.987294 -5.680228 -0.07 0.03 0.08
H -1.456936 -2.104701 -4.352227 -0.05 0.03 -0.04
H -3.036475 -2.560825 -3.761706 -0.19 0.03 -0.06
H -4.790142 -1.203615 -4.041834 0.00 -0.12 -0.12
H -4.755226 -0.645077 -5.749911 -0.25 -0.11 0.08
H -4.440572 0.485860 -4.443563 0.10 -0.06 0.01
C 7.743247 -2.323411 -1.018990 -0.09 0.11 -0.27
O 7.736562 -2.882335 -2.324669 0.21 -0.16 0.41
C 8.401222 -4.146443 -2.403506 -0.28 -0.14 -0.58
C 7.394894 -5.274748 -2.637485 0.05 0.38 0.45
N 6.569821 -5.506857 -1.451920 -0.04 -0.07 -0.26
C 5.416600 -6.378245 -1.695780 -0.02 0.30 0.18
C 4.353682 -5.886461 -2.691264 -0.21 -0.38 0.29
O 3.618779 -4.751687 -2.242283 0.31 -0.04 -0.34
C 4.255941 -3.506649 -2.481811 -0.37 0.01 0.26
H 7.377752 -1.297703 -1.090096 0.01 -0.08 -0.08
H 7.079402 -2.877426 -0.350712 0.09 -0.02 0.19
H 8.755043 -2.301667 -0.603350 -0.05 -0.04 0.05
H 9.023262 -4.339237 -1.524974 -0.16 0.04 0.10
H 9.066129 -4.092662 -3.271763 -0.02 -0.03 0.05
H 7.935652 -6.193121 -2.885050 -0.03 0.00 0.02
H 6.781483 -4.993935 -3.499930 0.14 0.01 -0.20
H 6.226056 -4.617620 -1.106727 0.10 -0.11 -0.04
H 4.926969 -6.523466 -0.726516 -0.05 -0.04 -0.14
H 5.778573 -7.362394 -2.013808 0.00 0.08 -0.08
H 3.616507 -6.689623 -2.794524 0.02 0.07 0.04
H 4.755850 -5.720352 -3.696191 0.10 0.17 0.05
H 4.858684 -3.511619 -3.393483 0.09 -0.06 0.08
H 4.862399 -3.223437 -1.619472 0.20 0.15 -0.13
H 3.478213 -2.745248 -2.589742 -0.04 -0.12 -0.02
C 4.767642 6.783424 4.185373 -0.19 0.32 0.07
O 3.550622 7.485849 3.989481 0.30 -0.39 -0.12
C 2.676293 6.852810 3.048471 -0.59 0.31 0.09
C 1.451973 6.268173 3.754152 0.52 -0.11 0.00
N 1.810403 5.108138 4.571966 -0.23 0.11 0.06
C 0.744096 4.671823 5.477536 0.38 0.07 0.08
C 0.287645 5.656897 6.566043 -0.14 -0.46 0.16
O 1.267067 5.910683 7.568776 -0.21 0.22 -0.36
C 2.217071 6.908844 7.226501 0.09 -0.17 0.39
H 5.432936 7.419788 4.771382 -0.10 0.02 -0.03
H 4.602160 5.857438 4.741904 0.13 -0.16 -0.08
H 5.254053 6.561151 3.230696 -0.01 -0.08 0.03
H 3.193138 6.097476 2.450408 0.00 -0.06 0.14
H 2.337293 7.637305 2.364907 0.00 -0.12 0.00
H 0.716062 5.965965 3.003559 0.07 -0.02 -0.01
H 1.013524 7.064344 4.365131 -0.07 0.18 -0.11
H 2.626093 5.333962 5.130309 -0.09 -0.02 -0.11
H 1.111221 3.767738 5.976279 -0.12 0.08 0.05
H -0.123757 4.369336 4.880368 0.00 0.12 0.00
H -0.551455 5.187104 7.090358 0.07 0.01 0.01
H -0.104319 6.593283 6.155428 0.19 0.07 -0.07
H 1.794973 7.687990 6.587214 0.02 -0.10 -0.10
H 3.088854 6.453080 6.753589 0.05 0.19 -0.18
H 2.562628 7.376076 8.152445 -0.11 -0.07 -0.02
```
Positions in Å, forces in eV/Å.

As for the HOMO energy: -8.3 eV. The value obtained for the orbital gap is 6.765 eV. Its SMILES is CC(=O)OCCc1cc(C)c2nsnc2c1P(=N)(O)O.COCCNCCOC.COCCNCCOC.COCCNCCOC.COCCNCCOC.

These are the Mulliken partial charges, in e, on atoms 1 to 5:
1 C -0.762
2 C 0.819
3 O -0.577
4 O -0.319
5 C -0.314